ORCA calculation (ωB97M-V with the def2-TZVPD basis set) on a molecular structure, C76H172F6N4O7P4S2 at a distorted geometry.

```
271
Properties=species:S:1:pos:R:3:lowdin_charge:R:1
S 1.394 -1.797 1.571 0.603
S 3.631 -1.836 0.163 0.603
P -9.034 -0.612 -4.393 1.039
P -6.776 2.253 9.749 1.036
P 3.132 -5.068 -8.349 1.050
P 11.417 5.591 2.192 1.057
F 0.176 -1.672 4.092 0.180
F 4.161 0.198 1.932 0.102
F 2.256 -1.115 4.008 0.092
F 1.522 -3.191 3.801 0.124
F 5.059 0.457 0.023 0.149
F 5.907 -0.896 1.360 0.148
O 2.853 -1.243 -0.894 -0.296
O 3.753 6.813 -3.798 -0.194
O 0.241 -2.519 1.040 -0.325
O -7.554 -6.717 2.851 0.141
O 1.345 -0.329 1.345 -0.337
O 4.618 -2.744 -0.330 -0.328
O 6.798 -5.956 5.296 0.138
N 5.279 -5.618 3.465 0.113
N -7.828 -9.070 2.855 0.092
N 2.797 -2.550 1.446 -0.323
N 1.665 9.121 -5.978 0.239
C 5.810 -5.619 -8.345 -0.279
C -7.478 0.262 -4.136 -0.294
C -6.780 1.186 11.179 -0.285
C -2.936 4.082 9.624 -0.245
C 2.307 -2.422 -8.758 -0.242
C -9.795 0.386 -5.771 -0.239
C -6.983 -7.806 2.974 -0.315
C 6.931 -6.647 -8.428 -0.220
C 6.003 -3.712 5.075 0.038
C 3.498 7.855 -4.778 -0.164
C -6.629 -3.305 -3.906 -0.247
C -4.402 3.847 10.158 -0.230
C 6.784 7.373 1.564 -0.091
C 12.988 7.797 1.105 -0.216
C -5.451 -7.964 3.105 0.042
C -6.049 -4.185 -2.820 -0.119
C -4.331 0.319 -3.814 -0.095
C -0.350 -7.522 -9.029 -0.243
C -7.389 1.422 8.237 -0.226
C 9.910 6.253 1.251 -0.241
C 11.190 3.309 0.502 -0.229
C -11.294 0.714 -7.794 -0.238
C 1.293 -1.944 3.510 -0.709
C 14.347 7.536 0.458 -0.282
C -5.145 0.917 -4.931 -0.269
C -8.178 -3.334 -3.688 -0.221
C -10.618 0.074 -9.072 -0.077
C -10.128 4.762 10.409 -0.277
C -6.762 0.375 6.012 -0.293
C -1.200 -7.270 -7.765 -0.085
C -8.872 -2.436 -4.725 -0.244
C 12.160 4.215 1.288 -0.264
C 4.485 -6.227 -8.877 -0.244
C 2.737 -0.962 -8.375 -0.239
C -11.774 -1.657 -1.352 -0.234
C 11.004 1.577 -1.248 -0.131
C 3.553 -3.384 -9.016 -0.224
C 5.114 6.247 -3.875 -0.041
C 1.192 6.776 -5.259 -0.034
C 1.140 -7.187 -8.914 -0.228
C 1.810 -6.297 -4.713 -0.259
C 11.975 2.357 -0.437 -0.261
C -6.260 0.680 7.352 -0.238
C 12.648 6.936 2.383 -0.250
C 9.175 3.473 5.182 -0.237
C 8.353 -5.930 -8.142 -0.067
C -5.634 -0.157 5.091 -0.095
C 6.172 -6.214 2.337 0.067
C -7.683 -1.607 12.620 -0.091
C -9.879 5.749 11.541 -0.094
C 1.830 -7.561 -3.886 -0.099
C 3.243 -0.676 -6.911 -0.090
C 6.098 -5.134 4.663 -0.342
C -1.923 2.933 9.840 -0.090
C 3.074 -4.908 -6.531 -0.265
C 4.761 -0.462 0.914 -0.677
C -6.468 0.216 -5.277 -0.237
C 9.453 7.687 1.735 -0.209
C -9.292 -8.716 2.630 0.031
C 9.864 3.787 3.807 -0.227
C -7.812 3.798 10.140 -0.226
C -11.096 -0.103 -6.476 -0.213
C -9.924 -0.475 -2.860 -0.291
C 1.413 -5.654 -8.849 -0.245
C 8.082 8.142 1.027 -0.197
C 10.845 5.004 3.879 -0.228
C -9.326 3.490 10.383 -0.253
C -11.254 -1.182 -2.788 -0.217
C 2.947 -6.271 -5.766 -0.225
C -6.291 -0.245 10.863 -0.222
C 1.933 8.064 -4.914 -0.283
C -10.918 -2.614 -0.656 -0.151
C 8.191 4.554 5.524 -0.122
C -6.271 -0.992 12.248 -0.217
C -5.054 2.735 9.357 -0.286
C 15.468 7.998 1.331 -0.101
H 1.227 -7.412 -2.991 0.077
H -8.887 6.184 11.663 0.071
H -6.807 -0.704 10.019 0.100
H -4.997 -0.784 5.714 0.065
H -6.114 -3.802 -1.801 0.075
H 1.758 -7.527 -9.745 0.113
H -7.672 1.303 -3.877 0.120
H 12.228 7.617 3.124 0.094
H -9.641 2.801 9.600 0.099
H 5.757 -5.106 -7.384 0.104
H 10.499 3.991 0.007 0.092
H 1.641 -2.346 -9.617 0.104
H -7.636 -0.266 5.901 0.114
H 4.554 -6.176 3.891 0.183
H 10.234 2.872 3.346 0.092
H -8.660 -4.303 -3.562 0.120
H -11.176 4.460 10.414 0.117
H 7.846 4.541 6.558 0.082
H -4.063 -0.670 -4.186 0.077
H -4.926 0.284 -2.901 0.070
H -5.223 -8.568 2.226 0.093
H -4.241 3.481 11.172 0.103
H -6.148 1.734 11.879 0.106
H -7.840 -9.580 3.726 0.181
H 5.500 -6.378 1.494 0.100
H 10.053 6.293 0.171 0.094
H -10.587 6.556 11.356 0.080
H 6.444 7.756 2.526 0.070
H -4.624 0.932 -5.888 0.110
H 6.576 -7.188 2.613 0.111
H -2.524 5.057 9.884 0.109
H -7.652 4.541 9.359 0.103
H -0.336 -8.560 -9.365 0.114
H 6.873 -5.464 1.972 0.114
H 5.843 7.006 -4.160 0.089
H 0.666 9.243 -6.066 0.167
H 5.430 -3.707 6.002 0.118
H 6.929 -7.147 -9.396 0.112
H 4.756 -4.828 3.114 0.150
H 16.452 7.755 0.931 0.088
H -4.964 0.654 4.805 0.075
H 15.350 7.535 2.310 0.070
H 3.716 0.305 -6.953 0.064
H -5.941 -0.430 13.122 0.110
H -7.440 4.162 11.098 0.091
H 12.401 3.616 2.165 0.095
H 1.957 -5.369 -4.160 0.111
H -7.637 -9.731 2.116 0.182
H 1.533 8.468 -3.984 0.158
H 9.901 3.499 5.994 0.111
H 13.154 8.827 1.419 0.115
H -10.176 5.505 12.561 0.081
H 8.376 -5.329 -7.233 0.062
H -9.665 -0.278 -8.676 0.051
H -11.329 -1.981 -3.526 0.097
H -5.113 3.081 8.325 0.097
H 3.790 8.841 -4.416 0.124
H -9.848 -2.842 -4.991 0.091
H -5.257 1.992 -4.795 0.111
H 0.146 7.053 -5.388 0.083
H -0.879 -7.996 -7.018 0.071
H 2.014 10.052 -5.803 0.177
H -5.399 1.336 7.224 0.094
H -5.183 -8.501 4.015 0.104
H 4.246 -7.213 -8.479 0.091
H -6.282 -3.770 -4.829 0.118
H 14.532 6.503 0.166 0.099
H 4.038 -1.342 -6.575 0.058
H -10.967 1.748 -7.685 0.101
H 12.762 1.734 -0.013 0.125
H -4.946 -7.032 2.848 0.104
H -3.014 4.294 8.558 0.095
H 15.532 9.062 1.559 0.087
H 10.206 2.176 -1.687 0.080
H 12.502 2.928 -1.202 0.112
H 6.072 -4.849 -9.071 0.106
H -11.130 -0.782 -9.511 0.079
H -7.987 2.167 7.713 0.095
H 3.679 -3.462 -10.096 0.099
H -8.475 -2.985 -2.699 0.089
H -9.261 -0.652 -2.013 0.105
H -8.263 -2.502 -5.627 0.092
H -1.733 2.808 10.906 0.080
H 4.326 -6.334 -9.950 0.106
H -9.510 3.040 11.359 0.115
H 1.631 -7.529 -8.002 0.083
H -6.248 -0.829 -5.497 0.100
H -7.010 0.697 -6.091 0.100
H -5.880 -0.791 4.239 0.071
H 2.175 -4.344 -6.283 0.086
H 12.127 7.828 0.437 0.094
H -4.886 4.790 10.415 0.112
H 8.624 -5.312 -8.998 0.071
H 11.505 1.025 -2.042 0.081
H 0.830 -6.250 -5.187 0.099
H -10.010 1.327 -5.264 0.103
H -10.058 5.217 9.421 0.111
H -8.315 -1.868 11.771 0.068
H 1.136 6.071 -4.430 0.101
H -9.193 -8.221 1.664 0.111
H 2.442 -0.575 -6.179 0.069
H 6.614 -7.411 -7.718 0.102
H -11.917 -0.008 -5.767 0.102
H 13.460 6.456 2.928 0.095
H 3.955 -4.342 -6.231 0.089
H -9.978 -2.269 -0.226 0.071
H -1.095 3.213 9.189 0.078
H -9.827 -9.661 2.537 0.115
H 1.246 -8.291 -4.446 0.072
H -9.732 -8.172 3.466 0.119
H -0.977 -6.259 -7.424 0.055
H 5.308 5.787 -2.906 0.092
H -2.281 1.962 9.500 0.055
H 9.171 -6.625 -7.952 0.067
H 7.274 4.558 4.934 0.078
H -7.711 1.165 11.746 0.105
H 3.417 -0.691 -9.182 0.104
H 11.571 4.768 4.657 0.111
H -11.416 -3.036 0.217 0.082
H 10.606 0.787 -0.611 0.077
H 14.268 7.990 -0.530 0.114
H 3.947 -6.392 -5.349 0.115
H 8.194 7.999 -0.048 0.091
H 2.841 -7.092 -6.475 0.079
H 7.867 9.190 1.237 0.099
H -8.177 -0.922 13.309 0.067
H -12.029 -0.495 -3.127 0.108
H 8.656 2.520 5.281 0.109
H 10.335 5.874 4.292 0.072
H 9.186 5.455 1.420 0.063
H -10.254 0.561 -2.934 0.103
H -11.972 -0.839 -0.659 0.118
H 9.344 7.730 2.819 0.097
H -9.032 0.601 -6.519 0.081
H -10.995 -1.153 -6.751 0.102
H 0.771 -5.153 -8.125 0.072
H -12.335 0.897 -8.060 0.105
H 1.166 -5.235 -9.825 0.098
H 2.830 -7.970 -3.742 0.081
H -4.430 1.842 9.388 0.087
H -3.411 0.870 -3.619 0.082
H 8.709 5.507 5.415 0.059
H -6.219 -2.296 -3.929 0.078
H -5.820 -0.168 7.875 0.111
H 1.852 -0.332 -8.458 0.099
H -7.543 -2.531 13.181 0.070
H -10.457 0.915 -9.747 0.076
H 10.245 8.429 1.643 0.089
H -0.820 -6.982 -9.851 0.111
H 6.983 -3.307 5.327 0.117
H -8.140 0.742 8.639 0.091
H 5.472 -3.207 4.268 0.087
H 4.497 -2.964 -8.670 0.093
H 13.062 4.469 0.732 0.102
H -12.711 -2.171 -1.563 0.118
H -7.039 -0.212 -3.258 0.082
H 10.614 2.758 1.245 0.097
H 1.490 6.260 -6.171 0.098
H 5.961 7.552 0.873 0.058
H -4.985 -4.134 -3.052 0.076
H 9.139 4.025 3.028 0.086
H -5.587 -1.832 12.126 0.097
H -5.246 -0.148 10.567 0.096
H -10.692 -3.479 -1.280 0.074
H -2.248 -7.439 -8.015 0.078
H -6.501 -5.177 -2.832 0.081
H -7.146 1.255 5.495 0.111
H 1.517 -2.650 -8.042 0.090
H 5.095 5.487 -4.656 0.087
H 6.921 6.291 1.563 0.051
H 1.977 8.746 -6.862 0.171
H 3.978 7.644 -5.734 0.131
```

Charge ... +6
Lowest unoccupied orbital energy ... -8.887 eV
E_tot ... -176968.957 eV